Below is C22H28IMnN4O2 as an isolated structure, with properties calculated with wB97M-V/def2-TZVPD.

* LUMO level (spin up / spin down): -0.4604 / -0.4372 Ha
* relative energy (zero: lowest compared OMol25 entry of this formula, charge and spin): 0.0 kcal per mole
* maximum force: 0.627 eV/Å
* frontier orbital gap (spin up / spin down): 4.565 / 5.203 eV
* <S²>: 0.781

The geometry in ORCA input format:
```
! wB97M-V def2-TZVPD RIJCOSX def2/J DEFGRID3
* xyz 3 2
C -1.23 0.71 4.33
C 1.60 0.95 4.52
C -0.48 -0.59 -4.77
O -0.64 -0.72 -2.03
H 0.34 -5.10 -4.54
C -0.37 -4.31 -2.67
H 0.47 -0.46 -5.28
C -0.38 0.78 3.12
H 2.46 1.03 7.01
H -0.67 0.26 -4.13
I -2.90 4.89 -2.88
C 1.71 -0.14 -0.96
H 0.29 -3.83 -0.20
C 1.08 0.92 3.27
C 1.30 2.65 -2.02
C -1.07 0.70 1.95
N -0.44 -1.84 -3.99
H 2.67 1.05 4.65
C -0.39 -3.03 -0.51
C 0.36 -4.16 -3.99
H -1.96 2.26 -1.53
H -2.15 0.63 1.97
C -1.09 3.96 -2.52
N 2.81 -0.46 -1.04
H 0.01 -2.10 -0.10
C -0.48 -1.90 -2.69
H -1.22 0.67 6.45
N 0.12 2.11 -1.63
H 1.71 1.88 1.45
H 0.25 -2.82 -5.69
C 1.32 3.87 -2.66
H 1.41 -3.90 -3.81
N -0.40 -3.00 -1.97
H 1.97 0.12 1.50
H -3.14 0.58 5.26
C -1.05 2.74 -1.88
C -0.32 -3.08 -4.80
H 2.27 4.29 -2.96
H -3.14 1.51 3.77
Mn -0.09 0.41 -0.89
C 1.39 0.86 7.02
H -1.38 -3.23 -0.11
H 0.13 -5.02 -2.01
C -2.72 0.63 4.26
H -3.06 -0.26 3.72
H -1.28 -0.67 -5.51
C -0.62 0.73 5.55
H 0.90 1.62 7.64
H -1.32 -3.38 -5.11
H 3.01 1.19 2.42
C 0.12 4.52 -2.92
O -0.61 0.77 0.68
H 2.21 2.10 -1.79
C 0.78 0.84 5.68
C 1.99 1.04 2.09
H 0.13 5.48 -3.43
H 1.18 -0.09 7.52
H -1.40 -4.65 -2.82
*
```

These are the Mulliken partial charges, in e, on atoms 1 to 2: atom 1 (C): 0.66, atom 2 (C): -0.94